ORCA calculation (ωB97M-V with the def2-TZVPD basis set) on a single C6H10O molecule.

The geometry in XYZ format:
```
17
Properties=species:S:1:pos:R:3
O 0.23 -0.88 2.23
C 1.22 -0.69 1.42
C 1.01 -0.38 -0.02
C 0.39 1.01 -0.28
C -0.51 1.07 -1.49
C -0.82 0.06 -2.31
C -1.05 -0.75 2.12
H 2.14 -1.04 1.85
H 1.97 -0.45 -0.56
H 0.34 -1.15 -0.46
H 1.19 1.76 -0.38
H -0.18 1.33 0.61
H -0.94 2.05 -1.70
H -1.49 0.19 -3.16
H -0.42 -0.93 -2.15
H -1.50 -0.31 1.24
H -1.58 -0.88 3.05
```

Calculated values
LUMO energy (spin up / spin down): 0.92 / 0.91 eV
highest occupied orbital energy (spin up / spin down): -7.106 / -7.248 eV
HOMO-LUMO gap (spin up / spin down): 8.0 / 8.2 eV
net charge: 0

=====

ORCA calculation (ωB97M-V with the def2-TZVPD basis set) on 2 unconnected molecules or ions with the total composition C5H11NO.

The geometry in XYZ format:
```
18
Properties=species:S:1:pos:R:3
C -0.85 -1.06 -1.15
N -0.05 -0.15 -0.36
C 0.05 1.20 -0.53
C -0.30 1.70 -1.91
O 0.47 1.93 0.36
H -1.90 -0.74 -1.22
H -0.45 -1.19 -2.16
H -0.84 -2.03 -0.64
H 0.42 -0.50 0.45
H -0.13 2.78 -1.94
H -1.33 1.48 -2.18
H 0.36 1.21 -2.63
C 1.36 -0.98 2.29
C 0.10 -0.59 2.41
H 1.64 -2.03 2.19
H 2.16 -0.24 2.23
H -0.16 0.47 2.41
H -0.73 -1.30 2.39
```

Calculated values
LUMO energy: 0.88 eV
structure (SMILES): CNC(C)=O.C=C
highest occupied orbital energy: -9.342 eV
HOMO-LUMO gap: 10.2 eV
net charge: 0